[1]
Entry from the Open Molecules 2025 dataset: 8 unconnected molecules or ions with the total composition C28H76N4O14 at a distorted geometry (ωB97M-V/def2-TZVPD).

The geometry in XYZ format:
```
122
Properties=species:S:1:pos:R:3:forces:R:3:mulliken_charge:R:1
C -0.599 0.504 8.879 -1.7 1.4 -1.1 -0.76
O -1.586 0.706 7.813 2.1 -3.1 1.1 -0.29
C -2.071 1.932 7.511 -1.0 2.4 1.1 -0.71
C -1.174 2.841 6.637 -0.8 -1.2 0.3 -0.58
N -1.255 2.179 5.402 -1.2 0.6 -2.9 0.04
C -0.901 2.963 4.215 2.3 -0.2 -0.2 -1.38
C -1.359 2.524 2.813 0.1 -0.7 -0.3 1.19
O -0.901 3.413 1.754 -0.8 -0.3 0.1 -0.52
C -1.270 3.030 0.364 0.5 0.4 2.5 0.52
H -0.605 -0.556 9.131 0.4 0.1 -0.4 0.21
H -0.977 1.047 9.746 0.2 0.1 0.3 0.35
H 0.334 0.953 8.537 0.3 -0.5 0.3 0.30
H -2.347 2.509 8.393 0.0 0.0 0.7 0.42
H -3.007 1.610 7.056 -0.1 1.1 -0.7 0.32
H -0.160 2.829 7.038 0.4 0.3 0.4 0.17
H -1.479 3.880 6.514 -0.4 -0.1 0.5 0.51
H -0.859 1.254 5.484 0.1 0.2 -0.6 0.50
H 0.181 2.866 4.132 0.6 0.5 -0.3 0.24
H -1.025 4.036 4.367 -0.7 0.0 0.1 0.43
H -2.426 2.303 2.848 -0.5 0.5 -0.5 0.13
H -0.897 1.556 2.619 0.1 -0.3 0.0 -0.73
H -0.836 2.050 0.162 -0.1 -0.1 -0.3 -0.23
H -0.822 3.806 -0.257 -0.1 -0.2 0.0 0.10
H -2.357 3.022 0.287 0.0 -0.1 -0.2 -0.04
C 2.920 -8.855 -1.682 -0.8 0.9 -0.2 -0.73
O 2.147 -8.144 -2.652 0.0 -0.7 -1.3 -0.30
C 2.691 -8.384 -3.974 -0.9 -0.6 -0.2 -0.42
C 1.694 -8.021 -5.119 -0.3 2.4 1.6 -0.98
N 1.023 -6.682 -5.040 0.4 -0.1 -0.5 -0.31
C 1.890 -5.478 -5.090 0.1 -0.9 0.6 -0.41
C 1.139 -4.162 -4.952 -1.3 0.9 -0.4 -0.23
O 1.742 -3.251 -4.020 1.0 -0.4 0.5 -0.29
C 1.641 -1.827 -4.072 -1.7 -0.4 -0.2 -0.52
H 2.401 -8.812 -0.724 0.0 0.4 0.0 0.24
H 3.850 -8.288 -1.638 0.5 -0.8 0.4 0.31
H 2.957 -9.920 -1.910 0.6 0.0 -0.3 0.30
H 2.695 -9.446 -4.217 0.5 -0.6 0.8 0.41
H 3.736 -8.079 -4.026 -0.1 0.7 -0.2 0.42
H 0.925 -8.785 -5.007 -0.2 0.2 -0.4 0.41
H 2.168 -8.072 -6.099 0.2 -0.3 0.1 0.34
H 0.325 -6.633 -4.312 0.3 -0.1 0.2 0.28
H 2.413 -5.535 -6.045 0.1 0.2 0.0 0.23
H 2.646 -5.441 -4.306 0.2 -0.3 0.2 0.25
H 0.104 -4.322 -4.647 -0.2 -0.4 0.5 0.05
H 0.952 -3.781 -5.956 0.6 0.8 -0.2 0.33
H 2.176 -1.406 -4.922 -0.2 0.2 0.1 0.42
H 1.799 -1.282 -3.141 1.8 -0.8 0.4 0.27
H 0.601 -1.515 -3.975 -0.8 -0.2 -1.6 -0.03
C -2.118 -1.063 0.650 0.2 0.4 1.4 -0.37
O -0.888 -1.457 1.359 -0.5 -0.5 -2.7 -0.51
C 0.239 -1.585 0.401 -0.5 2.9 1.9 0.17
C 1.504 -1.358 1.246 0.4 -0.6 0.7 -1.01
N 1.391 -0.321 2.328 -1.3 -0.2 -1.8 0.10
C 2.101 -0.611 3.532 -0.3 -1.3 1.4 -0.59
C 1.490 0.114 4.771 0.2 3.2 -2.4 -0.72
O 0.133 -0.165 5.181 2.2 -2.4 0.7 -0.46
C 0.195 -1.264 6.121 1.0 0.3 0.6 -0.90
H -2.120 -0.031 0.298 0.8 0.2 -0.2 0.00
H -2.889 -1.005 1.419 0.0 -0.5 0.1 0.35
H -2.460 -1.659 -0.197 0.5 -0.5 0.2 0.15
H 0.215 -0.669 -0.189 -0.4 0.0 -0.6 -0.16
H 0.250 -2.433 -0.283 -0.1 -0.3 0.5 0.49
H 2.300 -1.034 0.577 0.2 -0.4 -0.1 0.30
H 1.753 -2.305 1.726 0.4 -0.2 0.0 0.45
H 0.400 -0.300 2.521 -0.3 0.1 0.3 -0.12
H 3.167 -0.518 3.325 0.2 1.1 0.6 0.60
H 2.112 -1.665 3.810 -0.6 -0.8 -0.2 0.31
H 1.356 1.145 4.442 -0.2 0.3 -0.7 0.06
H 2.274 0.422 5.463 -0.3 -1.4 1.3 0.46
H -0.769 -1.707 6.372 0.1 0.1 -0.5 0.36
H 0.674 -0.944 7.047 -0.5 0.7 0.4 0.30
H 0.990 -1.963 5.862 -0.6 -0.7 -0.9 0.31
C -1.801 -2.864 -2.728 -1.0 0.3 -0.4 -0.89
O -2.541 -1.645 -2.649 1.7 1.8 -0.7 -0.34
C -1.981 -0.520 -3.453 -0.5 -0.3 1.1 -0.16
C -3.086 0.500 -3.594 -1.8 0.5 0.9 -1.06
N -3.235 1.487 -2.440 0.6 -0.6 -0.7 0.33
C -4.409 2.386 -2.423 0.9 -0.7 0.4 -0.57
C -4.986 2.407 -0.990 -1.4 -0.6 1.4 -0.62
O -5.084 1.060 -0.368 0.6 0.3 -1.4 -0.30
C -5.681 0.789 0.910 0.7 0.9 -0.6 -0.80
H -1.873 -3.167 -3.772 0.0 -0.6 0.0 0.46
H -2.361 -3.510 -2.052 0.2 -0.4 -0.3 0.39
H -0.744 -2.901 -2.462 0.1 0.7 0.3 0.17
H -1.589 -0.843 -4.417 -0.5 -0.4 -0.2 0.51
H -1.135 -0.002 -3.001 0.2 -0.4 0.7 -0.01
H -4.017 -0.063 -3.661 -0.2 -0.3 0.0 0.50
H -3.075 1.013 -4.556 0.6 0.4 0.2 0.52
H -3.372 1.019 -1.555 0.7 -1.0 -0.2 -0.15
H -5.147 2.122 -3.180 -0.2 0.0 0.1 0.41
H -3.957 3.353 -2.642 -0.9 0.5 0.0 0.18
H -5.989 2.832 -0.965 -0.2 0.0 -0.4 0.49
H -4.445 3.082 -0.326 0.6 -0.2 0.0 0.24
H -5.171 1.382 1.669 -0.2 0.2 0.2 0.29
H -5.499 -0.260 1.146 0.1 0.0 -0.3 0.23
H -6.759 0.950 0.921 -0.1 0.3 -0.1 0.31
O 2.373 6.548 -1.781 -0.5 0.6 -0.5 -0.47
C 1.787 5.801 -2.826 1.7 -3.8 0.3 0.01
C 2.871 5.189 -3.831 -1.5 2.8 0.6 -0.41
O 3.309 6.328 -4.587 0.0 -0.5 -1.2 -0.57
H 2.042 7.427 -1.983 0.4 0.4 0.6 0.30
H 1.424 4.843 -2.455 -0.5 0.0 1.0 -0.17
H 0.883 6.237 -3.250 0.6 0.4 -0.6 0.43
H 2.267 4.427 -4.324 0.4 0.3 -1.1 0.28
H 3.799 4.727 -3.493 -0.5 -0.3 1.1 0.29
H 3.987 6.756 -4.059 0.0 0.0 0.0 0.31
O 2.552 1.578 0.397 0.9 1.1 -0.8 -0.61
C 2.848 2.942 0.761 0.8 0.1 -0.4 -0.24
C 3.866 3.680 -0.202 -1.0 -1.7 -0.4 0.23
O 4.380 4.791 0.483 0.0 0.1 -0.2 -0.57
H 2.076 1.164 1.121 -0.4 -0.4 0.7 0.38
H 1.910 3.486 0.864 0.1 0.3 -0.1 0.20
H 3.358 2.951 1.724 0.0 0.0 0.2 0.41
H 3.480 3.889 -1.200 -1.0 0.8 0.2 -0.38
H 4.634 3.011 -0.590 0.6 -0.5 1.1 0.27
H 4.261 5.550 -0.092 -0.1 0.2 0.1 0.35
O 1.432 1.420 -2.059 -0.3 -0.2 -0.9 -0.52
H 1.867 1.557 -1.217 0.4 -0.1 0.9 0.39
H 0.702 2.039 -2.056 -0.4 0.3 -0.2 0.23
O -0.983 3.520 -3.203 0.4 0.3 0.1 -0.49
H -0.900 3.698 -4.140 0.1 0.1 -0.2 0.23
H -1.826 3.075 -3.117 -0.5 -0.7 0.4 0.16
```
Forces are in eV/Å.

Results
ΔE to the lowest compared entry with this formula, charge and spin = 73.2 kcal/mol
HOMO level = -7.7 eV
total charge = 0
structure (SMILES) = COCCNCCOC.COCCNCCOC.COCCNCCOC.COCCNCCOC.OCCO.OCCO.O.O

[2]
Entry from the Open Molecules 2025 dataset: 8 unconnected molecules or ions with the total composition C45H99BIN11O12P at a distorted geometry (ωB97M-V/def2-TZVPD).

The geometry in XYZ format:
```
170
Properties=species:S:1:pos:R:3:forces:R:3:mulliken_charge:R:1
C 5.539 4.919 2.761 0.7 -0.1 0.6 -0.79
C 5.783 5.059 1.124 -1.0 0.8 0.6 -0.29
C 5.388 3.712 0.278 1.0 0.2 -0.5 -0.37
C 6.490 2.467 0.458 -1.2 1.4 0.4 -0.30
C 5.980 1.539 1.711 2.0 1.9 1.3 -0.67
N 5.543 0.140 1.336 2.1 0.5 -2.5 1.00
C 6.455 -0.671 0.434 -4.3 0.6 -0.7 -0.59
N 7.777 -1.050 0.573 -1.7 0.8 -0.6 0.52
P 8.712 -0.624 2.046 -0.6 -0.8 4.5 0.15
N 7.981 -1.077 3.418 1.6 0.4 -1.9 -0.59
B 8.558 -1.853 -0.494 1.6 -1.6 -2.3 0.40
O 9.436 -1.056 -1.423 -0.4 -2.3 3.5 -0.51
O 8.483 -3.336 -0.587 -0.6 4.6 -0.7 -0.42
C 8.379 -3.792 -1.981 0.6 -1.7 -1.8 -0.57
N 5.541 -1.015 -0.761 1.1 -2.3 3.4 -0.34
C 4.099 -1.084 -0.215 -0.9 2.1 1.7 1.09
C 3.776 -2.292 0.851 0.3 -0.6 0.4 -0.09
C 3.915 -3.808 0.239 -1.8 0.4 0.9 0.46
C 2.431 -4.536 0.494 1.4 -0.4 -2.3 -1.20
I 2.104 -5.003 2.641 0.2 0.4 -1.3 -0.04
C 3.047 -0.844 -1.487 0.0 0.6 0.3 -0.83
O 2.100 -1.960 -1.677 1.6 -1.3 -2.5 -0.05
C 2.176 -2.529 -3.032 -2.3 3.8 -5.2 0.49
C 2.657 -4.047 -3.430 0.0 -0.4 -0.4 -0.65
O 1.767 -1.742 -4.059 2.8 -4.8 6.7 -0.58
C 4.179 0.311 0.703 -1.8 -1.4 -2.9 -1.09
C 2.861 0.601 1.634 0.5 0.9 0.6 -0.38
C 2.963 0.052 3.175 -0.3 -0.7 0.3 -0.60
C 1.640 -0.844 3.653 0.2 0.1 0.0 -0.21
C 0.206 -0.174 3.226 -0.9 0.7 1.1 -0.17
C -1.095 -0.915 3.973 0.7 -0.6 0.1 -0.63
C -2.289 -1.332 2.919 -0.6 -0.6 0.7 -0.45
C -3.597 -0.321 2.983 -0.2 0.2 -0.6 -0.56
C -4.539 -0.372 1.625 -0.9 0.1 0.2 -0.06
O -3.962 0.479 0.563 -1.4 -0.4 -0.2 -0.38
C -4.905 0.695 -0.546 0.1 0.0 -1.5 -0.46
H 4.581 4.277 3.025 1.8 1.4 -0.7 0.15
H 5.449 5.980 3.297 0.1 -2.4 -1.5 0.33
H 6.459 4.381 3.297 -1.9 1.0 -1.2 0.19
H 6.890 5.452 0.920 -2.3 -1.2 0.3 0.25
H 5.072 5.952 0.782 1.5 -2.1 0.7 0.08
H 4.300 3.327 0.580 2.3 1.0 -0.8 0.13
H 5.445 3.995 -0.873 -0.5 -0.5 2.4 0.30
H 6.521 1.929 -0.580 0.3 0.7 2.1 0.23
H 7.507 3.006 0.750 -2.0 -1.5 -0.8 0.31
H 5.101 2.151 2.238 1.8 -1.9 -1.1 -0.01
H 6.866 1.549 2.511 -2.1 -0.5 -1.5 0.43
H 10.005 -1.320 1.993 -1.0 0.8 -1.1 0.13
H 8.946 0.821 2.137 -0.3 -1.3 -1.1 0.14
H 8.560 -1.765 3.949 -0.8 0.6 -0.8 0.24
H 10.401 -1.280 -1.187 -2.0 0.3 -0.9 0.33
H 8.045 -2.960 -2.747 0.4 -1.6 1.8 0.27
H 7.655 -4.737 -1.984 1.4 2.3 0.0 0.23
H 9.416 -4.208 -2.400 -2.1 1.0 1.2 0.28
H 5.615 -2.014 -1.104 1.1 1.3 0.3 0.51
H 4.485 -2.234 1.809 -1.4 0.3 -2.2 0.39
H 2.674 -2.161 1.290 2.4 -0.1 -1.2 -0.31
H 4.113 -3.705 -0.913 -0.3 -0.6 2.1 -0.47
H 4.691 -4.473 0.810 -1.2 1.5 -1.3 0.30
H 1.547 -3.916 0.020 1.9 -1.2 1.4 0.32
H 2.472 -5.563 -0.065 -0.3 2.1 1.5 0.63
H 3.612 -0.701 -2.509 -1.0 0.1 2.2 0.34
H 2.382 0.100 -1.193 1.6 -2.0 -0.9 0.13
H 1.841 -4.881 -3.183 1.7 2.0 -0.1 0.11
H 3.673 -4.376 -2.949 -2.1 0.8 -0.6 0.20
H 2.830 -4.081 -4.610 -0.5 0.5 2.8 0.25
H 4.110 1.145 -0.149 0.9 -1.4 1.9 0.34
H 1.902 0.226 1.047 2.1 0.6 1.3 -0.01
H 2.749 1.783 1.704 0.2 -2.5 -0.3 0.37
H 3.929 -0.613 3.291 -1.9 1.3 -0.2 0.23
H 3.087 0.941 3.947 -0.3 -1.7 -1.8 0.45
H 1.753 -0.948 4.831 -0.5 0.2 -2.5 0.39
H 1.665 -1.945 3.220 0.1 2.3 0.8 -0.28
H -0.014 -0.188 2.077 0.7 -0.1 2.1 0.06
H 0.140 0.962 3.584 0.5 -2.3 -0.9 0.19
H -0.667 -1.898 4.489 -1.0 2.0 -1.2 0.36
H -1.502 -0.250 4.871 0.8 -1.3 -2.1 0.33
H -1.888 -1.434 1.819 -0.7 0.4 2.1 0.23
H -2.644 -2.427 3.234 0.6 2.4 -0.8 0.31
H -4.291 -0.547 3.910 1.5 0.3 -1.9 0.28
H -3.222 0.786 3.100 -0.7 -2.0 -0.3 0.18
H -4.658 -1.455 1.191 0.4 1.8 0.9 0.30
H -5.642 0.036 1.823 2.5 -1.0 0.0 0.08
H -5.372 -0.319 -0.958 0.9 2.0 1.1 0.24
H -4.298 1.153 -1.465 -1.1 -1.0 2.2 0.21
H -5.763 1.460 -0.320 1.4 -1.6 -0.1 0.12
C -1.240 -7.086 -0.743 0.1 -0.2 0.1 -1.64
C -0.407 -5.936 -1.240 -0.2 0.6 -0.4 0.97
O 0.820 -5.945 -1.179 -0.2 -0.3 -0.4 -0.59
N -1.052 -4.859 -1.772 0.7 -0.8 0.5 0.17
C -2.471 -4.655 -1.933 -0.1 0.5 -0.3 -0.99
H -0.584 -7.867 -0.349 0.0 0.3 -0.1 0.34
H -1.899 -6.750 0.061 -0.1 -0.1 -0.2 0.39
H -1.824 -7.508 -1.565 -0.1 0.1 0.2 0.40
H -0.422 -4.128 -2.083 -0.3 -0.2 0.0 -0.06
H -2.673 -4.503 -2.996 -0.2 -0.1 0.1 0.29
H -2.748 -3.752 -1.383 -0.3 -0.1 0.0 0.30
H -3.058 -5.498 -1.567 0.2 0.1 0.0 0.40
C 5.813 8.946 -0.172 -0.1 -0.1 -0.2 -1.37
C 5.930 8.750 1.314 -0.1 -0.2 0.8 0.79
O 5.240 7.934 1.921 0.2 0.4 -0.3 -0.62
N 6.837 9.508 1.993 -0.5 -0.5 -0.3 -0.16
C 7.734 10.511 1.472 0.1 0.1 0.4 -0.84
H 5.050 8.271 -0.570 0.2 0.1 0.2 0.29
H 5.512 9.974 -0.391 0.2 -0.1 -0.1 0.44
H 6.765 8.715 -0.657 -0.1 0.2 -0.1 0.37
H 6.855 9.317 2.988 0.0 0.1 -0.3 0.24
H 8.757 10.208 1.710 0.1 0.3 -0.2 0.28
H 7.514 11.457 1.974 0.2 0.1 -0.2 0.29
H 7.634 10.639 0.393 0.0 -0.1 0.2 0.32
C -7.484 5.149 1.866 -0.2 0.2 0.0 -1.59
C -6.944 3.845 1.348 0.3 -0.6 -0.4 0.97
O -7.526 3.194 0.484 0.0 0.2 0.3 -0.61
N -5.769 3.385 1.866 -0.8 0.2 -0.4 0.16
C -4.938 3.993 2.877 0.2 -0.4 -0.1 -0.96
H -8.424 5.381 1.357 0.2 -0.2 0.0 0.35
H -7.681 5.074 2.938 0.1 0.2 0.0 0.37
H -6.774 5.955 1.663 -0.1 0.0 0.2 0.42
H -5.473 2.502 1.466 0.1 0.1 0.2 -0.08
H -3.949 4.165 2.445 0.0 0.1 0.3 0.30
H -4.849 3.290 3.710 0.1 0.2 0.1 0.26
H -5.346 4.937 3.240 0.0 -0.2 -0.1 0.42
C 0.206 -4.562 -6.289 0.1 0.1 0.0 -0.91
C -0.715 -5.642 -5.792 -0.5 -0.2 0.3 0.49
O -1.692 -5.394 -5.089 0.3 0.0 -0.1 -0.68
N -0.442 -6.930 -6.144 -0.2 0.6 0.3 -0.14
C 0.644 -7.427 -6.954 -0.2 -0.4 0.1 -0.86
H -0.142 -3.591 -5.926 0.0 -0.3 0.0 0.40
H 1.218 -4.729 -5.910 0.0 0.0 -0.1 0.25
H 0.206 -4.542 -7.382 0.1 0.0 0.1 0.35
H -1.108 -7.598 -5.770 0.2 0.2 -0.1 0.25
H 0.215 -7.950 -7.812 0.3 0.0 -0.1 0.29
H 1.219 -8.135 -6.352 0.2 0.0 -0.2 0.29
H 1.301 -6.629 -7.304 -0.2 -0.1 0.1 0.31
C -9.001 -0.975 4.002 0.0 -0.3 0.1 -1.38
C -8.168 0.174 3.505 0.1 0.7 -0.3 0.88
O -6.941 0.165 3.566 -0.1 -0.1 0.2 -0.68
N -8.813 1.251 2.973 0.7 -0.7 0.4 0.15
C -10.232 1.456 2.813 0.2 0.3 -0.4 -0.92
H -8.345 -1.757 4.396 0.0 0.3 -0.1 0.29
H -9.660 -0.640 4.807 -0.1 -0.1 -0.2 0.34
H -9.585 -1.398 3.180 -0.1 0.1 0.2 0.38
H -8.183 1.982 2.662 -0.2 -0.2 -0.1 -0.02
H -10.434 1.607 1.749 -0.2 0.0 0.0 0.30
H -10.509 2.358 3.362 -0.2 -0.3 -0.1 0.18
H -10.819 0.612 3.179 0.3 0.3 0.0 0.41
C 0.157 -2.803 -11.331 -0.1 -0.1 -0.2 -1.40
C 0.275 -3.000 -9.845 -0.2 -0.3 0.6 0.92
O -0.416 -3.815 -9.239 0.2 0.3 -0.5 -0.66
N 1.181 -2.241 -9.166 -0.4 -0.5 -0.2 -0.06
C 2.079 -1.238 -9.688 0.1 0.0 0.4 -0.90
H -0.606 -3.478 -11.729 0.2 0.1 0.2 0.30
H -0.143 -1.775 -11.550 0.2 -0.1 -0.1 0.37
H 1.110 -3.034 -11.816 -0.1 0.2 0.0 0.36
H 1.200 -2.432 -8.171 0.0 0.1 -0.2 0.10
H 3.101 -1.541 -9.449 0.1 0.2 -0.2 0.29
H 1.859 -0.293 -9.186 0.2 0.1 -0.2 0.29
H 1.979 -1.110 -10.766 0.0 -0.1 0.2 0.36
C -11.932 3.517 5.891 0.2 0.1 0.1 -1.36
C -12.781 2.505 5.174 -0.3 -0.8 -0.4 0.77
O -12.302 1.495 4.664 -0.4 0.4 0.6 -0.62
N -14.123 2.731 5.097 0.7 -0.2 0.0 -0.18
C -14.875 3.844 5.624 -0.4 -0.2 -0.2 -0.83
H -10.886 3.198 5.868 -0.3 0.0 -0.1 0.28
H -12.007 4.488 5.394 0.0 0.0 0.2 0.37
H -12.245 3.597 6.935 0.0 0.2 -0.1 0.45
H -14.625 2.004 4.599 0.1 0.2 0.1 0.24
H -15.621 3.450 6.319 0.0 0.3 0.1 0.28
H -15.385 4.334 4.791 -0.1 0.2 0.2 0.28
H -14.242 4.567 6.141 -0.1 -0.2 -0.1 0.33
```
Forces are in eV/Å.

Results
ΔE to the lowest compared entry with this formula, charge and spin = 341.4 kcal/mol
HOMO level = -9.8 eV
total charge = +1